C4H5I3O | ωB97M-V with the def2-TZVPD basis set

- HOMO-LUMO gap: 8.958 eV
- LUMO level: -0.0171 Eh
- HOMO: -9.423 eV
- Total charge: 0
- Spin multiplicity: 1
- Molar mass: 449.8 g mol⁻¹
- Relative energy (zero: lowest compared OMol25 entry of this formula, charge and spin): 0.00 kJ/mol

Last column: Mulliken charge in e.
Geometry (Å):
C: 0.266 2.192 0.332  0.080
C: 0.637 -0.070 0.010  -1.130
C: -1.868 0.142 -0.464  -0.862
C: -0.372 0.967 -0.401  0.229
O: 1.261 2.736 0.006  -0.413
I: -0.670 2.653 2.236  -0.017
I: -3.651 1.420 -0.602  0.125
I: -1.782 -1.143 -2.131  0.173
H: 1.686 0.185 -0.208  0.335
H: 0.345 -0.152 1.079  0.350
H: 0.449 -1.064 -0.542  0.294
H: -1.787 -0.445 0.399  0.584
H: -0.111 1.335 -1.501  0.252